(1)
C5H9N5O3 | ωB97M-V/def2-TZVPD

Each line ends with the natural charge from an NBO analysis.
Cartesian coordinates (Å):
C1 -1.277 -1.586 -0.941  -0.5868
C2 -0.564 -0.589 0.075  -0.0958
C3 -1.501 0.606 0.464  -0.6193
N1 0.625 -0.010 -0.538  -0.0468
N2 1.594 0.231 0.189  -0.1364
C4 2.742 0.759 -0.155  0.4405
N3 2.950 2.046 0.010  -0.7018
C5 3.831 -0.147 0.014  -0.0180
N4 3.695 -1.455 0.321  0.0350
O1 4.500 -2.406 0.427  -0.3157
N5 5.194 0.302 -0.232  0.4748
O2 6.142 -0.474 -0.034  -0.3063
O3 5.432 1.577 -0.192  -0.4971
H1 -1.768 -0.946 -1.680  0.2072
H2 -2.010 -2.130 -0.420  0.2186
H3 -0.536 -2.121 -1.394  0.2224
H4 -0.342 -1.113 0.992  0.2046
H5 -1.172 1.476 1.138  0.2276
H6 -2.345 0.085 0.894  0.2235
H7 -1.920 1.030 -0.427  0.2110
H8 3.934 2.298 -0.045  0.4526
H9 2.172 2.674 -0.138  0.4061

Computed properties:
frontier orbital gap (spin up / spin down)	7.4 / 7.4	eV
E_LUMO (spin up / spin down)	-0.0247 / -0.0247	Ha
SMILES string	CC(C)/N=N/C(N)=C(\N=O)[N+](=O)[O-]

=====

(2)
C5H9NO | ωB97M-V/def2-TZVPD

Each line ends with the natural charge from an NBO analysis.
Cartesian coordinates (Å):
C1 -1.587 -1.193 0.000  -0.6057
C2 -0.590 -0.203 -0.478  -0.2555
C3 -0.744 1.286 -0.356  -0.3975
C4 0.693 1.417 0.187  -0.4710
C5 0.756 -0.054 0.061  0.2240
N1 1.562 -1.038 0.118  -0.1527
O1 2.672 -0.743 0.868  -0.5721
H1 -2.512 -1.198 -0.591  0.2153
H2 -1.876 -0.941 1.032  0.1972
H3 -1.232 -2.231 0.019  0.2293
H4 -0.095 -0.782 -1.497  0.2254
H5 -0.939 1.856 -1.266  0.2158
H6 -1.516 1.522 0.386  0.2107
H7 0.762 1.805 1.207  0.2325
H8 1.375 1.986 -0.453  0.2319
H9 3.271 -1.490 0.762  0.4722

Computed properties:
frontier orbital gap	9.6	eV
E_LUMO	0.0363	Ha
SMILES string	C[C@H]1CC/C1=N\O

=====

(3)
C5H9NO | ωB97M-V/def2-TZVPD

Each line ends with the natural charge from an NBO analysis.
Cartesian coordinates (Å):
C1 1.182 -0.536 2.177  -0.6537
C2 0.473 -0.490 0.851  0.1511
C3 0.918 -0.071 -0.377  -0.3328
C4 -0.028 -0.561 -1.306  -0.2967
C5 -1.021 -1.212 -0.633  -0.0730
N1 -0.588 -1.382 0.681  -0.5253
H1 1.316 -1.582 2.460  0.2225
H2 2.001 0.184 2.211  0.2341
H3 0.566 -0.209 3.052  0.2076
H4 1.747 0.441 -0.835  0.2312
H5 -0.038 -0.351 -2.366  0.2148
H6 -2.030 -1.442 -0.941  0.2118
H7 -1.111 -1.797 1.421  0.4079
O1 -1.319 3.195 -2.436  -0.9326
H8 -0.516 2.667 -2.458  0.4667
H9 -1.551 3.144 -1.503  0.4666

Computed properties:
frontier orbital gap	8.9	eV
E_LUMO	0.0304	Ha
SMILES string	Cc1ccc[nH]1.O